# 1
{
  "formula": "C41H29BiF5N4O4P2S2Se2",
  "method": "the ωB97M-V functional and the def2-TZVPD basis",
  "total_charge": -1,
  "homo_ev": -5.83,
  "lumo_energy_ev": 2.024,
  "energy_ha": -9095.78702,
  "species": ["S", "C", "H", "N", "C", "H", "C", "C", "H", "C", "Se", "C", "C", "F", "H", "H", "H", "C", "H", "H", "P", "C", "H", "C", "C", "H", "F", "C", "H", "C", "C", "H", "N", "O", "H", "H", "C", "C", "O", "F", "C", "H", "F", "C", "C", "C", "O", "Bi", "S", "C", "H", "H", "C", "C", "C", "H", "C", "H", "H", "C", "C", "C", "C", "C", "O", "Se", "C", "F", "C", "H", "C", "C", "H", "H", "H", "C", "C", "C", "H", "N", "C", "H", "H", "P", "C", "C", "C", "H", "N", "H"],
  "xyz": [[1.0228, 2.8468, -0.7227], [-2.0788, 1.7712, 2.5774], [2.6831, -6.2313, -4.4748], [-3.5062, -2.7901, 0.6641], [-7.5443, -5.1718, -1.8330], [-2.6870, -7.6871, 1.4846], [-4.2043, -5.2392, 4.0348], [-4.9861, -5.1885, -0.7312], [4.2232, -3.3711, 3.2888], [2.1757, -5.5443, -3.8092], [-2.1913, -6.8126, -0.9705], [1.3955, -2.8284, 5.0593], [2.7583, 2.7151, -0.5329], [5.4495, 4.4885, 1.1714], [3.6002, -1.1405, 2.3874], [-7.8978, -3.4699, -0.5793], [0.7656, -3.2936, 5.8084], [-0.6910, -1.5207, -2.6494], [-4.6290, -4.5456, 4.7493], [-0.1903, 1.2800, -4.4773], [-0.0236, -2.4755, -1.2421], [2.6582, -4.2499, -3.6498], [3.5462, -3.9321, -4.1804], [4.8120, 3.5666, 0.4390], [2.9935, -1.6302, 3.1376], [2.3623, -2.3523, -2.6677], [5.5818, 0.5998, -1.4668], [-0.0995, -0.3420, -3.0837], [-2.2567, -2.9554, -2.9825], [3.3325, -2.8729, 3.6521], [-5.3539, -6.1400, -1.6772], [-4.4239, -3.8825, 2.3943], [-1.8448, -1.5799, 0.0894], [-2.9496, 2.2369, 3.2885], [-3.2475, -1.6989, -4.8566], [-2.8836, -8.3470, 3.8452], [-0.6530, 0.3596, -4.1463], [-6.6256, -6.1303, -2.2300], [1.3476, 1.5193, 4.0139], [2.9772, 0.8965, -2.0256], [-2.6464, -3.6256, 0.0290], [-0.4925, -5.3920, -1.7377], [2.8098, 4.7139, 0.7289], [-5.9096, -4.2169, -0.3426], [4.8845, 1.5932, -0.8993], [-3.7574, -6.4827, 4.4541], [-1.8082, 2.1435, 1.3684], [-0.4397, 0.7843, 0.1668], [1.3910, 0.5919, 2.9197], [0.8536, -3.7806, -2.1392], [3.0349, -4.7389, 6.2867], [-6.8977, -6.8790, -2.9628], [3.4515, 3.6660, 0.2148], [1.0498, -5.9582, -3.1177], [-1.7916, -0.1197, -4.7745], [-2.2322, 0.4313, -5.5955], [-1.2241, 0.6060, 3.1103], [0.6720, -6.9667, -3.2286], [0.1622, -1.0719, 4.8954], [2.9291, -4.8170, 5.2035], [-1.8152, -2.0190, -3.3043], [-3.1226, -7.0019, 2.1986], [1.0486, -1.5892, 4.5525], [1.8519, -0.9952, 3.5909], [2.3072, 0.8606, 1.8341], [1.3669, -1.3627, -0.0162], [2.0018, -3.3633, -2.8165], [6.8406, 2.3984, 0.1461], [-1.5485, -2.8387, -0.3462], [-4.6402, -6.8925, -1.9826], [-7.1816, -4.2179, -0.8947], [5.5299, 2.5106, -0.0916], [-0.9079, 0.8618, 4.1204], [-3.8106, -6.7553, 5.5007], [0.8013, 0.0231, -2.6040], [-4.1061, -4.8655, 2.7031], [-3.2262, -7.3694, 3.5315], [2.5441, -3.4847, 4.6193], [2.1652, -5.5682, 4.9964], [-3.0114, -1.5845, 0.6866], [-3.5504, -5.7477, 1.7754], [3.8740, -5.1615, 4.7865], [-1.8710, -0.2768, 3.1360], [-3.3053, -5.3100, 0.0062], [0.3851, -5.0739, -2.2797], [-2.3648, -1.3157, -4.3612], [3.5319, 1.7295, -1.1392], [-8.5426, -5.1697, -2.2525], [-0.0678, 0.3396, 2.2641], [-5.6253, -3.4570, 0.3682]],
  "atomic_forces_ev_per_a": [[-0.054, 0.091, -0.178], [-0.169, 0.018, 0.286], [0.027, 0.001, 0.011], [-0.033, -0.147, 0.004], [-0.026, -0.048, -0.051], [-0.002, 0.025, -0.030], [-0.069, 0.074, 0.000], [0.127, 0.034, 0.064], [0.018, -0.020, 0.032], [-0.008, -0.074, -0.001], [-0.080, -0.172, 0.023], [-0.040, 0.072, -0.013], [0.091, 0.077, 0.041], [-0.015, -0.008, 0.021], [0.021, -0.063, -0.015], [0.016, 0.027, -0.016], [0.005, -0.011, 0.018], [0.060, 0.096, 0.087], [0.024, 0.014, 0.003], [-0.009, 0.020, 0.037], [0.093, -0.291, -0.517], [0.040, 0.069, -0.022], [0.007, 0.010, 0.000], [0.064, 0.055, 0.064], [-0.044, 0.141, -0.045], [0.094, -0.018, -0.102], [-0.005, 0.012, -0.020], [0.109, -0.089, 0.058], [-0.080, 0.030, 0.018], [-0.026, -0.014, 0.042], [-0.021, -0.034, -0.032], [-0.023, 0.032, -0.012], [-0.060, -0.347, 0.157], [0.086, -0.069, -0.046], [0.003, 0.004, -0.013], [0.023, 0.003, 0.009], [-0.046, 0.016, -0.079], [-0.051, 0.036, 0.055], [-0.164, -0.037, 0.170], [-0.075, -0.253, 0.028], [-0.009, 0.082, -0.031], [0.073, 0.014, -0.097], [0.025, -0.053, 0.130], [-0.046, -0.092, -0.051], [0.067, 0.032, 0.003], [0.026, -0.062, 0.041], [0.108, -0.125, -0.386], [-0.649, 0.772, -0.020], [-0.019, -0.266, -0.247], [0.042, 0.071, 0.185], [0.022, -0.055, 0.008], [0.005, 0.000, -0.014], [-0.005, -0.189, -0.013], [-0.011, -0.009, -0.013], [0.050, 0.020, -0.041], [0.009, 0.019, 0.004], [-0.214, 0.106, -0.033], [0.007, -0.015, 0.001], [-0.031, -0.086, 0.064], [-0.065, 0.074, -0.059], [0.021, 0.001, 0.041], [0.003, -0.046, 0.028], [-0.027, 0.030, 0.026], [0.034, 0.157, -0.108], [0.005, -0.132, -0.162], [0.421, -0.673, -0.527], [-0.054, -0.051, 0.085], [0.019, 0.007, -0.018], [0.039, 0.448, 0.199], [0.035, 0.013, 0.019], [-0.033, 0.049, 0.086], [-0.082, 0.003, -0.018], [-0.123, 0.035, -0.018], [-0.050, -0.008, 0.001], [0.003, 0.066, 0.049], [0.016, -0.111, 0.031], [-0.046, 0.034, 0.026], [0.088, 0.010, -0.012], [0.011, -0.028, 0.009], [-0.015, 0.150, 0.030], [0.109, 0.064, -0.101], [0.006, -0.050, 0.025], [0.011, 0.035, 0.069], [-0.063, -0.079, 0.032], [0.056, 0.211, 0.055], [-0.024, -0.061, 0.012], [-0.125, 0.138, 0.031], [-0.002, 0.020, -0.009], [0.594, 0.261, 0.619], [-0.018, 0.008, 0.032]]
}


# 2
{
  "formula": "C20H11F5N2O2PtS",
  "method": "the ωB97M-V functional and the def2-TZVPD basis",
  "homo_ev": -7.44,
  "lumo_energy_ev": -0.653,
  "energy_ha": -2045.60301,
  "species": ["F", "O", "C", "C", "O", "C", "C", "C", "N", "Pt", "H", "C", "C", "H", "S", "C", "C", "N", "C", "C", "C", "H", "H", "C", "H", "C", "H", "C", "C", "F", "H", "F", "C", "F", "H", "F", "H", "C", "H", "C", "C", "H"],
  "xyz": [[-2.8097, 4.2665, -4.4783], [1.7201, 1.5526, -0.3238], [-1.4262, -2.0199, -0.6332], [-1.0487, 1.1309, -4.6376], [2.4205, -0.4237, 0.2647], [-2.6280, -3.5451, 0.7396], [0.5587, 0.5981, 3.6819], [4.0999, 1.2446, -0.2001], [-0.9129, -1.3834, 0.4103], [0.3002, 0.1736, 0.0390], [1.2012, 1.4456, 3.4688], [-1.4713, 1.6606, -2.2987], [-2.2867, -3.1130, -0.5094], [4.6559, 0.9809, 0.6983], [-1.4593, 1.4143, -0.5501], [-0.5662, -0.8348, 5.2169], [-1.9588, -2.6714, 4.2743], [0.0962, -0.0551, 2.6434], [-2.1082, -2.8828, 1.8644], [-0.7172, -1.1069, 2.8389], [-2.0966, 2.8214, -2.7602], [-1.1336, -1.6416, -1.6016], [4.5725, 0.7394, -1.0428], [-2.4482, -3.3064, 3.1942], [-2.6667, -3.5862, -1.4030], [0.2517, 0.2418, 5.0042], [-0.8282, -1.1451, 6.2211], [-1.0828, -1.5468, 4.1198], [-2.2021, 3.1407, -4.0993], [-1.7632, 2.5835, -6.3520], [0.6583, 0.8110, 5.8285], [-2.6258, 3.6819, -1.8838], [-0.9607, 0.8282, -3.2884], [-0.3714, -0.3412, -2.9872], [-3.1139, -4.1531, 3.3032], [-0.5428, 0.2879, -5.5432], [4.1207, 2.3183, -0.3620], [-1.6695, 2.2908, -5.0535], [-3.2919, -4.3891, 0.8784], [2.6930, 0.7597, -0.0759], [-1.2488, -1.7944, 1.6696], [-2.2186, -2.9963, 5.2739]],
  "atomic_forces_ev_per_a": [[-0.006, 0.018, -0.015], [0.416, 0.205, -0.159], [-0.011, -0.045, -0.044], [0.024, -0.020, 0.026], [-0.015, 0.113, 0.096], [0.009, -0.006, 0.069], [-0.048, -0.089, 0.035], [0.033, -0.040, 0.006], [-0.331, -0.285, 0.276], [0.410, -0.135, -0.356], [0.014, -0.004, 0.010], [0.115, 0.083, 0.099], [0.053, 0.066, -0.051], [0.002, 0.001, -0.005], [-0.693, 0.133, -0.123], [-0.022, -0.035, 0.018], [0.027, 0.022, 0.023], [0.016, -0.105, 0.286], [-0.056, -0.082, -0.005], [-0.036, 0.052, -0.254], [0.000, 0.041, -0.025], [-0.069, -0.072, 0.102], [-0.005, -0.001, 0.001], [-0.004, -0.011, -0.016], [0.006, -0.005, -0.001], [0.019, 0.023, -0.003], [-0.002, -0.005, 0.000], [0.002, 0.030, 0.003], [0.026, -0.063, -0.024], [0.001, -0.001, 0.004], [-0.001, 0.005, 0.001], [0.010, -0.011, -0.001], [-0.065, 0.048, -0.061], [0.068, 0.042, -0.036], [0.001, -0.005, -0.008], [0.003, -0.003, -0.008], [-0.010, 0.006, 0.002], [-0.025, 0.036, 0.034], [-0.008, 0.005, 0.014], [-0.009, -0.017, 0.036], [0.163, 0.098, 0.047], [-0.001, 0.014, 0.008]]
}


# 3
{
  "formula": "C3H17NO4",
  "method": "the ωB97M-V functional and the def2-TZVPD basis",
  "total_charge": 1,
  "homo_ev": [-13.98, -13.98],
  "lumo_energy_ev": [-7.818, -7.983],
  "multiplicity": 2,
  "s_squared": 1.763,
  "energy_ha": -479.65090,
  "species": ["C", "H", "H", "H", "H", "H", "O", "H", "H", "C", "H", "O", "H", "H", "H", "H", "H", "H", "N", "O", "H", "H", "C", "O", "H"],
  "xyz": [[-1.5087, -0.0037, -0.3518], [1.0956, -3.0714, 1.0854], [0.4959, 0.3815, 2.8873], [-0.3814, -1.6770, -3.2496], [0.1197, -1.3550, -0.7797], [0.7810, 2.6000, 2.5536], [0.3355, 2.8981, -0.2347], [0.4887, 1.3365, -1.1489], [0.8157, 2.3120, 0.9432], [-0.4460, -0.5521, -1.3255], [-0.6062, 3.1736, -0.1754], [0.0541, -0.4313, 3.2186], [2.7552, -0.7700, 1.4649], [-0.9874, 0.3923, 0.5156], [-2.0870, 0.7609, -0.8832], [0.0320, -1.1291, 2.5720], [-1.6240, -0.4472, -3.1523], [2.5270, -0.4553, 2.0934], [0.4730, 0.4654, -1.6922], [0.3371, -2.5894, 0.7038], [1.3957, 0.0838, -1.9059], [-1.7762, -1.9926, -2.2723], [-1.1017, -1.1946, -2.5618], [1.0820, 2.0195, 1.8492], [-2.2695, -0.7550, -0.1536]],
  "atomic_forces_ev_per_a": [[0.230, 0.139, -1.320], [-0.009, -0.116, -0.008], [-0.386, -1.158, -0.245], [-0.077, 0.333, 0.426], [0.156, 0.267, -0.584], [-0.169, 0.493, -0.232], [-0.738, 0.430, -0.754], [-0.251, 0.494, -0.271], [0.307, 0.410, 0.535], [-1.499, 0.386, 0.584], [0.296, 0.020, 0.085], [0.066, 1.081, 0.705], [0.102, -0.076, -0.157], [-0.491, -0.066, 0.368], [0.218, 0.287, 0.218], [0.193, -0.042, -0.559], [-0.187, 0.120, 0.175], [-0.049, 0.017, 0.090], [0.911, -1.670, 1.214], [0.126, 0.033, 0.235], [-0.029, 0.463, -0.750], [-0.158, 0.115, 0.336], [0.757, -0.718, -1.142], [0.296, -1.021, 0.538], [0.386, -0.222, 0.512]]
}


# 4
{
  "formula": "C6H8O2",
  "method": "the ωB97M-V functional and the def2-TZVPD basis",
  "homo_ev": -9.12,
  "lumo_energy_ev": 0.665,
  "energy_ha": -383.81873,
  "species": ["H", "O", "C", "C", "H", "H", "C", "H", "C", "C", "H", "C", "H", "H", "O", "H"],
  "xyz": [[-0.3195, 2.1233, -0.0793], [3.4212, -0.2262, -0.1113], [0.7681, 1.8877, -0.2753], [-1.8255, -0.8707, -0.5216], [-1.5215, -1.4505, -1.2970], [1.3186, 2.7545, 0.1590], [1.0316, 0.5091, 0.1335], [-0.8895, -2.0018, 1.1928], [-0.9507, -1.0500, 0.7580], [2.2695, -0.3515, 0.1034], [-1.6222, 0.1953, -0.8310], [0.3798, -0.5889, 0.4901], [0.5659, 2.1666, -1.2672], [-2.8167, -1.2953, -0.3075], [1.4999, -1.4657, 0.4497], [-1.3089, -0.3358, 1.4037]],
  "atomic_forces_ev_per_a": [[0.702, -0.262, 1.088], [0.136, -0.657, 0.100], [-2.561, 2.040, 1.672], [0.011, 1.201, 2.302], [1.457, -1.793, -2.315], [-0.007, -1.102, 0.010], [1.204, 0.639, -0.640], [-0.382, -1.413, 0.522], [-0.076, 0.144, -2.317], [-0.699, 1.532, -0.326], [-1.340, -1.033, 0.278], [1.587, 0.123, -0.701], [1.157, -0.528, -2.272], [-0.177, 1.252, -0.041], [0.229, -1.430, 0.551], [-1.241, 1.287, 2.090]]
}


Energy above the lowest of the compared OMol25 structures with the same formula, charge and spin for every record listed, in sequence, given in kJ/mol: 12.4, 0.0, 584.1, 239.9.